Record 1
120
Properties=species:S:1:pos:R:3:mulliken_charge:R:1 method="wB97M-V/def2-TZVPD" total_charge=+2 mol_weight_da=849.02 orbital_gap_ev=7.55
C 6.8714 -0.5443 1.0981 -1.225
C 7.3885 0.1711 -0.1587 -0.095
C 7.1910 -0.6232 -1.4467 -1.044
C 5.7311 -0.8017 -1.8124 0.090
O 5.1031 0.4906 -2.0627 -0.339
N 3.7910 0.4466 -1.6812 0.318
C 2.9806 -0.4262 -2.2890 -0.402
C 1.6602 -0.5086 -1.8924 -0.716
C 1.1869 0.3279 -0.8840 0.232
C -0.2398 0.1798 -0.4878 0.335
C -0.5409 -0.0377 0.8513 -0.190
C -1.8764 -0.2053 1.1844 -0.825
N -2.8370 -0.1550 0.2551 0.298
C -4.2435 -0.3747 0.6581 -0.261
C -4.5895 -1.8776 0.6215 -0.658
O -3.4947 -2.6726 1.0236 -0.342
C -2.7893 -3.2638 -0.0425 -0.281
C -1.7882 -4.2763 0.4946 0.707
F -1.4174 -3.9980 1.7362 -0.243
F -2.2119 -5.5288 0.4210 -0.276
F -0.6705 -4.1944 -0.2631 -0.284
C -2.5458 0.0901 -1.0324 -0.495
C -1.2421 0.2629 -1.4506 -0.584
C 2.0576 1.2353 -0.2882 -0.516
C 3.3714 1.2698 -0.7193 -0.538
H 7.4309 -1.4705 1.2074 0.322
H 7.1027 0.0930 1.9467 0.324
H 5.8005 -0.7440 1.0730 0.387
H 8.4628 0.2585 -0.0090 0.134
H 7.0003 1.1873 -0.2227 0.277
H 7.7448 -0.1862 -2.2758 0.414
H 7.5842 -1.6322 -1.3136 0.393
H 5.2467 -1.2820 -0.9639 0.369
H 5.6384 -1.4474 -2.6834 -0.116
H 3.3293 -1.0728 -3.0821 0.537
H 1.0100 -1.2273 -2.3586 0.757
H 0.2141 -0.0682 1.6195 0.661
H -2.1434 -0.3707 2.2156 0.567
H -4.8722 0.1382 -0.0595 -0.367
H -4.4004 0.0538 1.6400 0.585
H -5.3739 -2.0103 1.3644 0.428
H -5.0294 -2.1757 -0.3300 0.410
H -3.4263 -3.7100 -0.8063 0.479
H -2.1752 -2.5025 -0.5334 0.053
H -3.3601 0.1513 -1.7376 0.567
H -1.0143 0.4623 -2.4866 0.795
H 1.7254 1.8879 0.5036 0.533
H 4.0714 1.9666 -0.2864 0.477
C -6.6800 1.8618 -2.5819 -0.687
C -6.6831 1.7862 -1.1305 0.537
N -6.6254 1.7207 0.0153 -0.478
H -5.6699 1.8162 -2.9688 0.067
H -7.2456 1.0419 -3.0242 0.329
H -7.1235 2.7931 -2.9258 0.314
C 1.1946 -2.8322 -5.9203 -1.000
C 1.0378 -1.5292 -5.2998 0.633
N 0.9129 -0.4907 -4.8218 -0.489
H 2.1586 -2.9137 -6.4191 0.253
H 1.1378 -3.6294 -5.1802 0.306
H 0.4195 -3.0093 -6.6668 0.330
C -0.8880 -0.2764 -8.3712 -0.773
C -0.6734 -1.6153 -8.9022 0.404
N -0.4998 -2.6727 -9.3130 -0.390
H -0.0165 0.0682 -7.8158 0.221
H -1.0753 0.4327 -9.1757 0.319
H -1.7459 -0.2572 -7.7007 0.257
C -0.2791 -0.0596 5.4665 -0.561
C -0.2268 1.0225 4.4985 0.434
N -0.1859 1.9044 3.7614 -0.404
H 0.7167 -0.3008 5.8362 0.357
H -0.9016 0.2274 6.3233 -0.002
H -0.6990 -0.9651 5.0260 0.244
C -4.6223 5.5384 -3.7477 -0.671
C -4.6703 4.1476 -4.1659 0.393
N -4.7092 3.0461 -4.4889 -0.505
H -3.7417 5.7230 -3.1329 0.152
H -4.5757 6.2077 -4.6057 0.331
H -5.5015 5.8069 -3.1631 0.280
C -4.0626 -7.7305 -1.0727 -0.440
C -3.8675 -9.1467 -1.3412 0.184
N -3.7136 -10.2628 -1.5539 -0.316
H -3.2039 -7.3135 -0.5567 0.067
H -4.2021 -7.1747 -1.9996 0.261
H -4.9408 -7.5678 -0.4490 0.289
C -1.8173 -0.6836 9.9027 -0.704
C -1.7199 0.3056 8.8447 0.465
N -1.6436 1.1036 8.0213 -0.504
H -0.8361 -0.9029 10.3250 0.322
H -2.4618 -0.3337 10.7055 0.043
H -2.2365 -1.6175 9.5321 0.288
C 6.8502 -3.7103 -5.1377 -0.982
C 5.5449 -3.1691 -4.7971 0.487
N 4.5103 -2.7493 -4.5284 -0.474
H 7.4057 -3.9776 -4.2399 0.295
H 6.7486 -4.6047 -5.7503 0.359
H 7.4367 -2.9826 -5.6967 0.293
C -0.8108 3.6106 0.7843 -0.097
C -1.5630 4.6286 0.0649 0.099
N -2.1554 5.4210 -0.5155 -0.367
H -1.3744 3.2176 1.6296 0.295
H -0.5640 2.7754 0.1302 -0.268
H 0.1232 4.0116 1.1762 0.407
C -3.7846 8.8894 -1.0490 -0.515
C -3.8022 9.3339 -2.4355 0.326
N -3.8161 9.6756 -3.5307 -0.381
H -3.2667 7.9354 -0.9510 0.035
H -3.2741 9.6141 -0.4171 0.312
H -4.7974 8.7670 -0.6679 0.264
C 10.1902 2.6190 2.2805 -0.863
C 10.4181 1.2820 1.7535 0.446
N 10.5986 0.2252 1.3436 -0.419
H 11.0863 3.0007 2.7669 0.335
H 9.9208 3.3102 1.4832 0.272
H 9.3855 2.6159 3.0142 0.268
C -4.3321 -0.7971 13.6858 -0.863
C -4.4624 -0.5536 12.2575 0.513
N -4.5653 -0.3572 11.1306 -0.459
H -3.6381 -1.6135 13.8794 0.276
H -3.9629 0.0901 14.1977 0.279
H -5.2940 -1.0619 14.1214 0.320



Record 2
18
Properties=species:S:1:pos:R:3:mulliken_charge:R:1 method="wB97M-V/def2-TZVPD" e_above_lowest_kcal_mol=99.3 total_charge=+1 mol_weight_da=103.14 orbital_gap_ev=9.79
C 1.6970 -1.1665 -0.3609 -0.884
N 0.6415 -0.6892 0.4249 -0.045
O 0.9228 0.5000 1.1244 -0.402
C 0.5549 1.6488 0.3180 -0.429
C -0.6199 1.1243 -0.5962 -0.647
C -0.6082 -0.3844 -0.3239 0.043
N -1.7426 -0.8076 0.6713 -0.366
H 2.5626 -0.8988 0.1859 0.315
H 1.4726 -2.2319 -0.4250 0.386
H 1.8116 -0.6919 -1.4308 0.276
H 1.3820 1.9188 -0.2720 0.310
H 0.3493 2.3786 1.0316 0.342
H -1.6364 1.6026 -0.4120 0.322
H -0.3705 1.4347 -1.6340 0.267
H -0.6628 -1.0853 -1.2347 0.375
H -2.5235 -0.1957 0.5693 0.343
H -1.4949 -0.6211 1.7797 0.413
H -1.7355 -1.8353 0.5845 0.380